The following is a DFT calculation (wB97M-V/def2-TZVPD) of a molecular structure, C33H40ClMnN4O7P2.

The geometry in ORCA input format:
```
! RIJCOSX wB97M-V def2-TZVPD def2/J DEFGRID3
* xyz -1 2
Mn -0.122 1.141 -0.330
C -0.693 -5.617 -0.013
O -0.487 -4.383 -0.666
C 0.798 -3.967 -0.813
C 1.889 -4.821 -0.858
C 3.155 -4.271 -1.038
C 3.328 -2.915 -1.166
C 2.240 -2.019 -1.124
C 2.526 -0.617 -1.241
N 1.779 0.447 -1.201
N 2.543 1.534 -1.536
C 2.007 2.671 -1.176
O 0.932 2.758 -0.488
C 2.637 3.949 -1.560
C 1.813 5.073 -1.632
C 2.345 6.305 -1.969
C 3.706 6.430 -2.219
C 4.529 5.315 -2.133
C 3.999 4.076 -1.814
C 0.975 -2.596 -0.956
O -0.071 -1.734 -0.850
H -0.430 -6.468 -0.651
H -1.754 -5.663 0.220
H -0.119 -5.672 0.916
H 1.774 -5.890 -0.756
H 4.012 -4.932 -1.060
H 4.324 -2.508 -1.292
H 3.576 -0.395 -1.423
H 0.757 4.949 -1.426
H 1.695 7.166 -2.052
H 4.120 7.398 -2.473
H 5.590 5.418 -2.326
H 4.628 3.198 -1.749
C 1.177 -1.384 1.973
P 0.410 0.268 1.772
C -1.238 -0.066 2.431
N -1.860 0.823 3.182
C -3.195 0.731 3.309
C -3.906 1.747 3.977
C -5.276 1.704 4.022
C -5.981 0.649 3.425
C -5.313 -0.361 2.773
C -3.914 -0.346 2.712
N -3.205 -1.344 2.101
C -1.913 -1.223 1.899
P -1.420 -1.487 -1.685
C -2.751 -2.567 -1.118
C -1.097 -1.751 -3.490
C -0.013 -0.743 -3.885
C -2.417 -1.406 -4.184
C -0.663 -3.179 -3.816
C 1.310 1.300 3.053
C 2.803 1.260 2.712
C 1.044 0.792 4.467
C 0.816 2.745 2.925
H 1.389 -1.571 3.024
H 2.095 -1.441 1.387
H 0.460 -2.119 1.609
H -3.352 2.582 4.389
H -5.821 2.506 4.507
H -7.064 0.637 3.471
H -5.848 -1.167 2.284
H -3.686 -2.073 -1.382
H -2.663 -2.604 -0.028
H -2.699 -3.564 -1.550
H -0.228 0.236 -3.451
H 0.028 -0.638 -4.972
H 0.968 -1.062 -3.530
H -2.774 -0.431 -3.848
H -3.185 -2.153 -3.970
H -2.272 -1.372 -5.267
H 0.292 -3.415 -3.346
H -0.543 -3.289 -4.897
H -1.405 -3.907 -3.483
H 3.240 0.275 2.889
H 3.340 1.991 3.323
H 2.950 1.525 1.661
H 1.412 -0.224 4.623
H -0.024 0.815 4.681
H 1.555 1.441 5.185
H 1.052 3.143 1.936
H 1.304 3.369 3.682
H -0.262 2.808 3.057
O -3.016 1.715 0.205
Cl -1.719 2.315 0.000
O -1.575 3.438 0.908
O -1.614 2.775 -1.392
O -1.735 -0.064 -1.406
*
```

The value obtained for the HOMO energy (alpha / beta) is -2.99 / -2.99 eV. For the energy above the lowest of the compared OMol25 structures with the same formula, charge and spin, the calculation gives 60.6 kcal per mole. The calculation puts the electronic energy at -4320.9141 hartree. The LUMO energy (alpha / beta) is 1.87 / 1.87 eV. For the frontier orbital gap (alpha / beta), the calculation gives 4.86 / 4.86 eV.

The following is a DFT calculation (wB97M-V/def2-TZVPD) of a molecular structure, C33H40CuN4P2Te.

The geometry in ORCA input format:
```
! RIJCOSX wB97M-V def2-TZVPD def2/J DEFGRID3
* xyz 0 2
Cu 0.096 0.511 -4.302
C 2.220 0.540 0.330
C 2.248 0.879 -0.936
C 2.935 0.170 -2.069
C 2.258 -1.056 -2.732
C 1.413 -1.952 -1.873
C 1.723 -2.429 -0.646
C 2.927 -1.976 0.072
C 2.841 -0.685 0.971
C -2.589 -0.593 -0.438
H 1.848 1.238 1.093
H 1.931 1.893 -1.249
H 3.977 -0.121 -1.810
H 2.985 0.933 -2.876
H 1.547 -0.649 -3.509
H 3.052 -1.585 -3.311
H 0.522 -2.289 -2.413
H 1.006 -2.919 -0.008
H 3.745 -1.813 -0.643
H 3.177 -2.789 0.781
H 2.295 -0.997 1.879
H 3.884 -0.517 1.311
H -3.169 -0.764 0.486
H -1.996 -1.474 -0.760
H -3.239 -0.227 -1.251
P 3.023 -2.863 -6.677
P 4.271 0.219 -6.461
N 3.487 -4.481 -6.050
N 2.464 -3.548 -8.194
N 5.798 0.098 -5.471
N 4.811 1.705 -7.279
C 4.742 -2.441 -7.290
C 4.825 -0.980 -7.774
C 3.037 -5.024 -4.834
C 3.633 -6.282 -4.672
C 4.502 -6.498 -5.808
C 4.427 -5.348 -6.610
C 1.136 -3.358 -8.610
C 1.006 -3.876 -9.892
C 2.282 -4.408 -10.283
C 3.161 -4.179 -9.233
C 5.699 -0.082 -4.083
C 6.968 -0.398 -3.588
C 7.863 -0.431 -4.701
C 7.112 -0.191 -5.841
C 6.089 2.156 -7.641
C 5.952 3.289 -8.453
C 4.536 3.532 -8.610
C 3.859 2.541 -7.900
H 5.104 -3.069 -8.123
H 5.422 -2.598 -6.434
H 5.832 -0.758 -8.156
H 4.148 -0.823 -8.623
H 2.352 -4.468 -4.215
H 3.438 -6.970 -3.890
H 5.055 -7.369 -6.054
H 4.992 -5.086 -7.482
H 0.456 -2.832 -7.946
H 0.107 -3.848 -10.488
H 2.548 -4.868 -11.227
H 4.234 -4.350 -9.183
H 4.722 -0.053 -3.621
H 7.216 -0.587 -2.558
H 8.927 -0.621 -4.683
H 7.401 -0.278 -6.887
H 6.979 1.676 -7.275
H 6.761 3.869 -8.852
H 4.078 4.339 -9.157
H 2.807 2.342 -7.758
Te -1.407 1.155 0.021
C -1.814 1.199 2.077
C -0.841 1.464 3.085
C -1.252 1.493 4.424
C -2.583 1.228 4.756
C -3.542 1.005 3.776
C -3.178 1.026 2.427
H 0.204 1.638 2.793
H -0.509 1.734 5.182
H -2.882 1.250 5.784
H -4.590 0.835 4.005
H -3.920 0.878 1.633
*
```

The value obtained for the HOMO energy (alpha / beta) is -7.01 / -7.50 eV. The calculation puts the electronic energy at -4091.4789 hartree. The LUMO energy (alpha / beta) is 0.32 / -1.35 eV. For the frontier orbital gap (alpha / beta), the calculation gives 7.33 / 6.15 eV.

The following is a DFT calculation (wB97M-V/def2-TZVPD) of 2 unconnected molecules or ions with the total composition C33H40N3O3.

The geometry in ORCA input format:
```
! RIJCOSX wB97M-V def2-TZVPD def2/J DEFGRID3
* xyz 1 1
C 6.312 3.532 2.196
C 5.125 2.571 2.261
N 4.582 2.282 0.935
C 3.389 1.550 0.909
C 3.305 0.296 0.270
C 2.109 -0.397 0.268
C 0.899 0.178 0.736
C -0.315 -0.585 0.623
C -1.597 0.048 0.575
C -1.768 1.366 0.052
C -3.001 1.998 0.077
C -4.109 1.364 0.672
N -5.360 2.007 0.801
C -5.696 2.435 2.161
C -7.130 2.947 2.248
O -7.467 3.825 1.174
C -7.230 3.234 -0.107
C -5.752 2.910 -0.278
C -3.965 0.051 1.177
C -2.758 -0.609 1.083
C 1.004 1.453 1.377
C 2.227 2.084 1.517
C 5.528 2.060 -0.155
C 6.562 3.178 -0.136
O 7.215 3.229 1.133
H 5.921 4.562 2.102
H 6.918 3.430 3.108
H 5.466 1.638 2.757
H 4.331 3.014 2.870
H 4.199 -0.154 -0.168
H 2.082 -1.408 -0.128
H -0.269 -1.614 0.976
H -0.908 1.899 -0.353
H -3.102 3.018 -0.302
H -5.563 1.579 2.832
H -5.019 3.249 2.490
H -7.815 2.078 2.280
H -7.250 3.564 3.150
H -7.814 2.301 -0.244
H -7.542 4.000 -0.832
H -5.158 3.843 -0.260
H -5.596 2.394 -1.234
H -4.843 -0.432 1.616
H -2.666 -1.634 1.445
H 0.115 1.922 1.793
H 2.311 3.032 2.056
H 6.036 1.080 -0.060
H 4.978 2.091 -1.105
H 7.366 2.969 -0.855
H 6.052 4.129 -0.378
C -3.740 -4.845 -0.067
C -3.823 -3.834 -1.036
C -2.704 -3.060 -1.341
C -1.468 -3.316 -0.714
C -0.258 -2.608 -1.127
C 0.944 -3.282 -1.174
N 2.073 -2.868 -1.837
C 3.141 -3.875 -1.982
C 4.438 -3.223 -2.438
O 4.215 -2.372 -3.568
C 3.313 -1.304 -3.280
C 1.940 -1.797 -2.821
C -1.402 -4.312 0.285
C -2.530 -5.067 0.604
H -4.611 -5.457 0.164
H -4.765 -3.652 -1.561
H -2.755 -2.278 -2.103
H -0.395 -1.700 -1.715
H 1.078 -4.230 -0.640
H 3.285 -4.358 -1.006
H 2.851 -4.644 -2.721
H 4.888 -2.665 -1.591
H 5.133 -3.990 -2.810
H 3.730 -0.630 -2.506
H 3.212 -0.764 -4.233
H 1.368 -2.136 -3.705
H 1.408 -0.951 -2.365
H -0.450 -4.500 0.788
H -2.457 -5.839 1.374
*
```

The value obtained for the HOMO energy is -10.07 eV. For the energy above the lowest of the compared OMol25 structures with the same formula, charge and spin, the calculation gives 0.2 kcal per mole. The calculation puts the electronic energy at -1671.1405 hartree. The LUMO energy is -4.76 eV. For the frontier orbital gap, the calculation gives 5.31 eV.

The following is a DFT calculation (wB97M-V/def2-TZVPD) of a molecular structure, C33H41B2F4Ge2N4O2Pt.

The geometry in ORCA input format:
```
! RIJCOSX wB97M-V def2-TZVPD def2/J DEFGRID3
* xyz 1 1
Pt 0.225 1.033 0.003
C -4.226 3.154 1.872
C -2.710 3.050 1.689
Ge -2.216 1.314 0.883
C -2.791 -0.179 2.075
C -4.128 -0.799 1.663
C -2.883 1.136 -0.973
C -2.313 1.173 -2.180
Ge -0.294 1.287 -2.435
C 0.470 -0.375 -3.279
C 0.262 -0.585 -4.779
C 0.420 3.077 -2.944
C 0.388 3.414 -4.434
C -3.093 1.164 -3.439
C -2.443 1.345 -4.661
C -3.133 1.363 -5.862
C -4.508 1.200 -5.866
C -5.176 1.020 -4.662
C -4.482 0.999 -3.466
H -4.463 4.118 2.320
H -4.615 2.376 2.532
H -4.752 3.095 0.917
H -2.196 3.115 2.649
H -2.342 3.857 1.060
H -2.871 0.283 3.061
H -2.015 -0.941 2.147
H -4.901 -0.040 1.528
H -4.475 -1.480 2.441
H -4.042 -1.360 0.732
H -3.972 1.081 -0.897
H 0.051 -1.222 -2.730
H 1.540 -0.331 -3.064
H -0.787 -0.743 -5.021
H 0.815 -1.471 -5.095
H 0.631 0.258 -5.364
H 1.440 3.083 -2.562
H -0.148 3.807 -2.372
H 0.918 2.672 -5.034
H 0.881 4.376 -4.583
H -0.631 3.506 -4.807
H -1.368 1.485 -4.678
H -2.597 1.505 -6.791
H -5.057 1.217 -6.798
H -6.251 0.894 -4.660
H -5.036 0.850 -2.549
C 1.829 -2.588 6.439
O 1.994 -3.824 5.744
C 2.653 -3.834 4.595
C 3.170 -2.694 3.964
C 3.827 -2.822 2.767
C 3.986 -4.089 2.155
C 3.497 -5.238 2.821
C 2.830 -5.102 4.004
N 4.598 -4.229 0.961
N 4.920 -3.322 0.172
C 4.159 -2.343 -0.300
C 4.825 -1.236 -0.890
C 4.188 -0.054 -1.120
C 2.822 0.109 -0.782
O 2.217 1.209 -0.955
C 2.100 -1.037 -0.288
N 0.777 -0.867 -0.028
C 0.016 -1.916 0.246
C 0.533 -3.202 0.283
C 1.889 -3.392 0.106
C 2.713 -2.290 -0.143
H 1.280 -2.833 7.342
H 1.258 -1.873 5.844
H 2.793 -2.153 6.707
H 3.071 -1.712 4.408
H 4.249 -1.948 2.288
H 3.644 -6.213 2.376
H 2.441 -5.963 4.531
H 5.886 -1.333 -1.085
H 4.707 0.798 -1.536
H -1.033 -1.719 0.418
H -0.123 -4.039 0.470
H 2.299 -4.390 0.118
B 1.386 1.232 4.448
C 0.625 1.133 3.127
N 0.002 0.989 2.153
H 2.415 1.810 4.179
H 1.518 0.126 4.904
H 0.833 2.009 5.183
F 1.653 4.396 -0.077
B 0.516 4.381 0.644
F -0.395 5.335 0.383
F 0.603 3.950 1.921
F -0.298 2.997 -0.084
*
```

The value obtained for the HOMO energy (alpha / beta) is -10.27 / -10.27 eV. For the energy above the lowest of the compared OMol25 structures with the same formula, charge and spin, the calculation gives 40.2 kcal per mole. The calculation puts the electronic energy at -6373.6985 hartree. The LUMO energy (alpha / beta) is -6.64 / -6.64 eV. For the frontier orbital gap (alpha / beta), the calculation gives 3.63 / 3.63 eV.

The following is a DFT calculation (wB97M-V/def2-TZVPD) of a molecular structure, C33H41Br3F24O16.

The geometry in ORCA input format:
```
! RIJCOSX wB97M-V def2-TZVPD def2/J DEFGRID3
* xyz 0 1
C -16.538 -13.645 -28.863
Br -16.230 -12.575 -27.212
Br -18.453 -13.848 -29.173
Br -15.589 -15.357 -28.782
H -16.148 -13.086 -29.701
C -18.527 -11.791 -23.697
C -19.504 -12.732 -24.386
O -18.780 -13.924 -24.709
C -19.377 -14.859 -25.409
O -20.372 -14.739 -26.054
C -18.617 -16.207 -25.390
F -19.139 -17.018 -24.479
F -18.718 -16.793 -26.571
F -17.333 -16.041 -25.108
H -19.110 -10.920 -23.394
H -17.719 -11.432 -24.334
H -18.061 -12.293 -22.851
H -19.886 -12.330 -25.327
H -20.362 -12.954 -23.751
C -6.311 -8.083 -25.516
C -7.733 -8.518 -25.162
O -8.409 -9.004 -26.332
C -9.710 -9.182 -26.328
O -10.462 -8.833 -25.463
C -10.252 -9.777 -27.649
F -11.083 -8.883 -28.209
F -9.290 -10.032 -28.541
F -10.906 -10.902 -27.359
H -5.865 -8.930 -26.041
H -5.781 -7.826 -24.604
H -6.355 -7.252 -26.218
H -8.161 -7.644 -24.670
H -7.759 -9.335 -24.448
C -6.878 -14.784 -29.141
C -5.955 -15.391 -28.089
O -6.836 -15.834 -27.032
C -6.625 -15.318 -25.815
O -5.662 -14.672 -25.534
C -7.682 -15.746 -24.797
F -7.889 -14.727 -23.976
F -8.829 -16.024 -25.412
F -7.275 -16.809 -24.130
H -6.332 -14.373 -29.990
H -7.488 -14.018 -28.661
H -7.548 -15.551 -29.529
H -5.167 -14.708 -27.796
H -5.568 -16.339 -28.466
C -9.434 -15.718 -21.428
C -9.375 -16.573 -20.171
O -10.248 -17.720 -20.040
C -10.236 -18.663 -20.960
O -9.691 -18.606 -22.021
C -11.242 -19.806 -20.652
F -11.930 -20.130 -21.765
F -10.621 -20.947 -20.318
F -12.069 -19.401 -19.693
H -9.186 -16.352 -22.278
H -8.710 -14.909 -21.371
H -10.420 -15.333 -21.692
H -9.485 -15.943 -19.292
H -8.412 -17.068 -20.010
C -8.147 -10.858 -19.274
C -7.842 -9.700 -20.241
O -8.733 -8.614 -19.982
C -9.338 -7.991 -21.003
O -8.921 -8.009 -22.116
C -10.450 -7.024 -20.539
F -11.486 -7.133 -21.374
F -10.876 -7.291 -19.299
F -9.977 -5.782 -20.573
H -7.995 -10.573 -18.237
H -7.524 -11.714 -19.543
H -9.149 -11.241 -19.464
H -7.986 -10.034 -21.266
H -6.813 -9.367 -20.105
C -14.115 -11.251 -24.357
C -12.826 -10.466 -24.243
O -11.678 -11.289 -24.077
C -10.890 -11.135 -23.041
O -11.119 -10.399 -22.121
C -9.603 -11.976 -23.016
F -9.791 -13.130 -23.646
F -8.653 -11.255 -23.627
F -9.199 -12.224 -21.794
H -15.003 -10.615 -24.326
H -14.302 -11.902 -23.498
H -14.185 -11.837 -25.272
H -12.915 -9.727 -23.448
H -12.655 -9.913 -25.164
C -13.379 -12.040 -20.332
C -13.373 -12.455 -18.881
O -13.637 -13.860 -18.787
C -12.631 -14.698 -18.878
O -11.484 -14.379 -19.044
C -13.040 -16.163 -18.791
F -14.228 -16.334 -18.219
F -13.126 -16.694 -20.005
F -12.112 -16.759 -18.059
H -14.253 -12.410 -20.869
H -12.533 -12.393 -20.924
H -13.323 -10.951 -20.387
H -14.184 -11.932 -18.378
H -12.441 -12.190 -18.383
C -3.286 -11.503 -19.187
C -2.755 -11.113 -20.583
O -3.884 -11.001 -21.443
C -4.338 -12.077 -22.060
O -3.803 -13.141 -22.120
C -5.633 -11.814 -22.864
F -5.470 -12.192 -24.132
F -6.588 -12.600 -22.354
F -5.989 -10.538 -22.821
H -3.655 -12.521 -19.100
H -4.081 -10.824 -18.866
H -2.523 -11.230 -18.452
H -2.004 -11.841 -20.885
H -2.321 -10.118 -20.534
*
```

The value obtained for the HOMO energy is -10.42 eV. The calculation puts the electronic energy at -12604.8210 hartree. The LUMO energy is -0.31 eV. For the frontier orbital gap, the calculation gives 10.11 eV.

In the order shown, the computed largest force on an atom values come out to 3.918, 3.716, 2.292, 3.493, 2.045 eV Å⁻¹.